Entry from OMol25: a molecular structure, C17H15AlF16NO2S at a distorted geometry (ωB97M-V/def2-TZVPD).

## Properties
net charge	-1
2S+1	1
Kohn-Sham gap	7.20	eV

```
53
Properties=species:S:1:pos:R:3:forces:R:3:lowdin_charge:R:1
S -2.94414 -3.53904 -1.32683 0.7 0.8 -0.8 0.19
Al -2.09545 -3.06233 0.78404 0.0 1.0 -0.6 -0.12
F 3.53642 -2.63089 -4.29255 0.2 0.4 0.1 0.09
F -4.86082 4.94510 3.55640 -0.3 -0.2 -0.3 0.12
F 4.71107 -0.21313 -4.92171 0.0 -0.3 0.2 0.12
F 7.79567 -2.14252 -3.90930 0.7 0.3 -0.7 0.12
F 8.54253 -2.29607 -6.59483 0.1 0.2 0.5 0.09
F -5.00103 3.81848 1.04000 -0.2 0.4 0.3 0.09
F -4.51546 2.50199 4.61864 -0.4 0.1 0.5 0.08
F -6.26536 5.95475 2.23727 -0.2 -0.4 -0.2 0.10
F 6.52334 -1.49921 -6.43104 0.6 0.3 0.2 0.09
F 9.33299 -0.69532 -4.39650 -0.4 -0.1 -0.6 0.13
F -5.79981 2.44849 2.52058 0.0 0.5 -0.4 0.08
F -5.40953 0.80405 5.64652 -0.5 0.5 0.1 0.10
F 5.67033 -2.88822 -4.58787 -0.4 0.0 0.1 0.08
F -7.37459 2.21399 4.25224 0.2 -0.3 0.9 0.12
F 3.94497 -0.29548 -2.88737 0.5 -0.2 -0.2 0.07
F -7.60032 2.43461 6.39594 0.7 -0.1 -0.2 0.13
O 7.25947 0.05181 -4.11550 0.3 -1.8 -0.9 0.03
O -6.78526 4.15995 5.25774 0.4 -1.7 -0.7 0.03
N 3.25182 -2.74022 0.02784 -5.3 0.1 0.7 -0.08
C 7.82291 -1.23573 -6.14098 -0.4 -0.1 -0.9 -0.27
C -6.05804 4.79116 2.93034 0.5 0.3 0.8 -0.43
C 4.75479 -2.30678 -3.78067 -0.9 -1.0 0.1 -0.29
C 6.26987 -0.31759 -3.14932 0.3 0.8 0.8 -0.05
C -2.84459 -1.21823 1.34600 -2.5 10.3 2.4 -0.21
C -5.38269 2.16265 5.60615 1.1 -0.5 -0.1 -0.27
C -6.78125 2.73673 5.35168 -1.5 1.3 -0.4 -0.48
C 4.92149 -0.79276 -3.70978 0.1 0.7 -0.5 -0.42
C 2.60978 -3.57555 1.08194 -1.8 0.3 -0.3 -0.17
C -7.17019 4.68833 3.98419 -0.7 0.7 0.5 -0.06
C 8.03473 -1.02578 -4.63720 -0.4 0.9 2.1 -0.48
C 2.32881 -1.91794 -0.80486 -2.8 -2.4 2.7 -0.13
C 0.72251 -2.00318 -0.56815 1.6 -1.4 1.3 -0.07
C -6.01783 3.64354 1.92714 0.5 -0.7 -0.9 -0.29
C -3.21329 0.12198 1.65655 3.3 -7.8 -1.5 -0.09
C 1.04691 -3.79918 1.47922 1.0 3.2 -3.8 -0.08
C -0.05809 -2.94465 0.55709 6.6 0.3 -0.4 -0.20
H 2.76297 -1.21808 -1.66442 -1.1 -2.0 2.5 0.08
H 4.82620 -2.76122 -2.78819 0.0 0.2 0.1 0.17
H 8.12047 -0.34828 -6.70697 0.1 0.0 0.2 0.17
H -4.97439 2.52865 6.55262 -0.2 0.1 0.0 0.17
H -3.19381 1.25753 2.02178 -0.2 -3.2 -1.1 0.01
H -8.07489 4.20424 3.59649 0.4 -0.1 -0.1 0.15
H -2.27326 -2.67632 -2.23407 -0.7 -0.9 1.4 -0.22
H -2.49668 -4.19201 1.81787 0.0 -0.1 0.0 -0.10
H 6.06785 0.61282 -2.60444 -0.1 -0.1 -0.3 0.15
H 6.67354 -0.99744 -2.38906 -0.2 0.0 -0.4 0.15
H 3.37533 -4.20422 1.75227 -1.6 1.6 -1.8 0.08
H -6.94779 3.58393 1.35421 -0.1 0.1 0.1 0.17
H 0.03874 -1.33484 -1.27485 1.6 -1.6 1.7 0.08
H 0.67643 -4.50880 2.35890 1.1 1.7 -2.1 0.08
H -7.48334 5.71625 4.20483 0.3 -0.2 0.0 0.15
```
Forces are in eV/Å.

Entry from OMol25: 2 unconnected molecules or ions with the total composition C2HF4P at a distorted geometry (ωB97M-V/def2-TZVPD).

## Properties
2S+1	1
energy above the lowest of the compared OMol25 structures with the same formula, charge and spin	59.76	kcal per mole
Kohn-Sham gap	10.54	eV

```
8
Properties=species:S:1:pos:R:3:forces:R:3:lowdin_charge:R:1
P -2.59423 -1.09989 0.15470 0.0 0.3 -0.5 0.77
F 0.75935 -0.02020 0.99264 -1.5 -0.8 0.8 0.08
F 1.79607 -1.52028 -0.21580 0.2 0.5 0.1 0.13
F -2.35198 1.71074 0.03772 -0.2 -1.2 -0.6 0.00
F 0.96013 0.27993 -1.12962 0.1 -0.4 -0.2 0.10
C 1.56561 -0.22207 -0.04424 -0.2 1.5 0.4 -0.51
C -2.48583 0.41724 -0.08106 0.2 0.9 1.1 -0.74
H 2.35088 0.45452 0.28565 1.4 -0.8 -1.1 0.16
```
Forces are in eV/Å.

Entry from OMol25: 2 unconnected molecules or ions with the total composition C5H13N3 at a distorted geometry (ωB97M-V/def2-TZVPD).

## Properties
2S+1	1
energy above the lowest of the compared OMol25 structures with the same formula, charge and spin	38.49	kcal per mole
Kohn-Sham gap	9.09	eV

```
21
Properties=species:S:1:pos:R:3:forces:R:3:lowdin_charge:R:1
N -2.12217 -2.43957 0.30956 0.2 0.1 -0.4 -0.04
N -1.50740 -0.10481 0.79658 0.1 -1.7 -1.0 0.05
N 1.21690 0.54081 1.84962 -0.4 -0.1 0.1 0.03
C 1.74418 2.11876 -1.63695 -0.5 -0.2 0.2 -0.12
C 1.36944 0.74960 0.47974 0.6 1.2 -1.2 -0.29
C -0.97089 -2.76131 -0.58566 -1.3 2.0 -0.4 -0.12
C -2.33877 -1.29130 0.80734 0.6 0.6 -0.5 -0.29
C 1.28773 1.92509 -0.20840 -0.1 -1.9 0.5 -0.17
H -0.28776 -3.37023 -0.06586 0.8 -1.0 0.6 0.05
H 0.53185 -0.17831 2.08172 0.3 0.2 -0.1 0.07
H 2.28048 3.06671 -1.77328 0.1 -0.3 0.1 0.07
H 2.35836 1.28156 -2.00239 -0.1 0.3 0.2 0.07
H 1.00721 1.38198 2.36869 -0.1 0.1 -0.1 0.08
H -0.40376 -1.85143 -0.91248 -0.4 -0.6 0.0 0.06
H 0.67755 2.68983 0.23389 0.3 0.7 0.4 0.09
H -3.29946 -1.12174 1.34979 0.8 -0.2 -0.3 0.11
H 0.84978 2.18680 -2.26664 0.2 0.0 -0.2 0.06
H -1.34222 -3.28556 -1.49678 0.2 0.3 0.8 0.08
H 1.68974 -0.12943 -0.07738 0.3 -0.1 0.2 0.10
H -2.05724 0.71565 0.60573 -0.1 0.3 0.1 0.07
H -0.68354 -0.12312 0.14316 -1.4 -0.1 0.8 0.05
```
Forces are in eV/Å.

Entry from OMol25: a single C4H12OP2S2 molecule at a distorted geometry (ωB97M-V/def2-TZVPD).

## Properties
2S+1	1
energy above the lowest of the compared OMol25 structures with the same formula, charge and spin	0.00	kcal per mole
Kohn-Sham gap	8.91	eV

```
21
Properties=species:S:1:pos:R:3:forces:R:3:lowdin_charge:R:1
S 1.25998 -0.33757 -1.00595 0.3 0.0 0.3 0.40
S 3.36692 -0.89971 1.63242 0.6 0.0 -0.3 0.17
P 1.60220 -0.30631 1.15224 -0.5 -0.3 -0.4 0.04
P -0.78658 0.12325 -0.96445 0.7 0.8 -0.2 0.30
O -1.13231 0.42453 0.47325 -0.8 -0.1 -1.8 -0.46
C -1.06603 1.50901 -2.19330 1.6 -0.3 1.5 -0.20
C -1.54173 -1.31791 -1.73961 0.9 -2.7 -0.3 -0.26
C 0.39288 -1.46294 2.00947 1.2 2.3 0.6 -0.24
C 1.31910 1.47651 1.58104 -0.3 -3.0 1.0 -0.24
H 0.83102 -1.36497 3.02354 -0.5 -0.3 -0.3 0.04
H -1.99271 -1.11622 -2.77012 0.1 -0.2 1.8 0.06
H 0.26247 1.54917 1.69630 -0.6 0.6 0.4 0.02
H -0.61665 2.35782 -1.68741 -0.5 0.5 0.6 0.03
H -0.70987 -2.18723 -1.93598 -1.9 2.3 0.6 0.09
H 1.71912 2.12179 0.87919 0.7 1.1 -1.7 0.02
H 0.44564 -2.47524 1.68739 0.3 -0.6 -0.5 0.04
H -2.13760 1.62005 -2.28584 -0.1 0.2 -0.6 0.05
H -0.37814 1.54477 -3.05640 -1.0 -1.0 -0.2 0.06
H 1.93377 1.49985 2.45604 0.0 0.5 0.9 0.02
H -2.19292 -1.73909 -0.90199 0.2 0.4 -1.6 0.06
H -0.57856 -1.01955 1.95016 -0.6 -0.1 0.1 0.01
```
Forces are in eV/Å.

Number 1 is which compound?
C17H15AlF16NO2S

Which of these has the lowest Kohn-Sham gap?
C17H15AlF16NO2S